# 1
{"formula": "C38H32N6O2Tc", "method": "the ωB97M-V functional and the def2-TZVPD basis", "symbols": ["Tc", "O", "C", "C", "C", "C", "C", "C", "C", "O", "N", "N", "C", "C", "C", "C", "C", "C", "N", "H", "H", "H", "H", "H", "H", "H", "H", "H", "H", "C", "C", "C", "C", "N", "C", "C", "C", "C", "C", "C", "N", "H", "H", "H", "H", "H", "H", "H", "H", "C", "C", "C", "C", "C", "C", "C", "C", "N", "H", "H", "H", "H", "H", "H", "H", "H", "H", "C", "C", "C", "C", "C", "C", "C", "H", "H", "H", "H", "H"], "xyz": [[0.03091, 0.56735, 0.82010], [-1.12764, -4.60655, 1.87428], [-2.33670, -4.05822, 1.66710], [-3.43637, -4.90784, 1.56700], [-4.69513, -4.40599, 1.31182], [-4.90155, -3.03744, 1.20560], [-3.83239, -2.17869, 1.33529], [-2.54226, -2.67360, 1.54338], [-1.41803, -1.74654, 1.38816], [-1.61512, -0.46309, 1.45177], [-0.29754, -2.23082, 0.91211], [0.55492, -1.25468, 0.51773], [1.09621, -1.37919, -0.81346], [2.10902, -0.28498, -0.97788], [3.26233, -0.38822, -1.73663], [4.07840, 0.72344, -1.86501], [3.73233, 1.88344, -1.18296], [2.55833, 1.90981, -0.45655], [1.73854, 0.86105, -0.37856], [-0.43805, -3.92399, 1.79457], [-3.26261, -5.96610, 1.66284], [-5.52227, -5.08682, 1.19092], [-5.88607, -2.64822, 1.00405], [-3.95952, -1.11095, 1.23551], [1.46930, -2.38428, -1.03026], [3.50170, -1.32335, -2.21514], [4.96464, 0.68691, -2.47907], [4.35562, 2.76133, -1.23276], [2.25666, 2.79542, 0.08360], [-1.33566, 4.66333, 0.38758], [-1.61102, 4.77840, -0.97130], [-1.62153, 3.62812, -1.72895], [-1.29827, 2.39719, -1.14682], [-0.93299, 2.31210, 0.15252], [-1.00738, 3.42298, 0.89342], [-1.38907, 1.15590, -1.90053], [-2.09718, 1.02052, -3.05618], [-2.54046, -0.25733, -3.50177], [-2.32710, -1.34928, -2.74354], [-1.41832, -1.30318, -1.60817], [-0.84926, 0.03630, -1.24531], [-1.36133, 5.52273, 1.03943], [-1.82666, 5.73551, -1.42000], [-1.85118, 3.67193, -2.77991], [-0.78420, 3.29808, 1.94252], [-2.47540, 1.88302, -3.58179], [-3.18103, -0.30743, -4.36695], [-2.82253, -2.29020, -2.92023], [-1.65685, -1.98731, -0.80334], [3.43831, -0.08320, 2.44953], [2.77259, 0.60334, 3.60346], [3.44360, 0.76683, 4.80047], [2.84282, 1.37020, 5.89323], [1.53471, 1.81193, 5.79494], [0.82465, 1.69063, 4.61778], [-0.60626, 2.11344, 4.53538], [1.44652, 1.10506, 3.48113], [0.79617, 1.01433, 2.32969], [4.21730, -0.74923, 2.81039], [3.90066, 0.63917, 1.77620], [2.71427, -0.66580, 1.88571], [4.45530, 0.39977, 4.88389], [3.38778, 1.46378, 6.81829], [1.05148, 2.24917, 6.65392], [-0.99529, 2.37892, 5.51481], [-1.20708, 1.30407, 4.12159], [-0.71189, 2.98165, 3.88605], [0.01333, -0.95094, -1.85690], [0.50804, -0.93386, -3.26205], [0.71142, 0.21116, -4.01923], [1.05370, 0.10035, -5.35734], [1.23536, -1.14532, -5.93170], [1.13956, -2.28522, -5.14962], [0.76289, -2.18053, -3.82600], [0.59411, 1.18840, -3.57439], [1.17601, 0.99555, -5.94803], [1.45135, -1.23161, -6.98492], [1.35128, -3.25685, -5.56576], [0.64706, -3.06575, -3.21875]], "atomic_forces_ev_per_a": [[1.5, -0.9, 3.2], [0.0, -0.3, 0.1], [-0.2, 0.3, 0.0], [0.2, 0.0, 0.0], [0.1, 0.0, 0.1], [-0.1, 0.1, 0.0], [0.2, -0.1, 0.0], [-0.1, 0.0, 0.1], [0.9, -0.5, -0.4], [-0.3, 0.8, -0.1], [-1.0, -1.1, 0.5], [0.6, 1.4, 0.1], [-0.4, 0.0, -0.3], [0.3, -0.3, 0.1], [0.0, 0.2, 0.1], [-0.2, 0.0, 0.2], [-0.1, -0.1, -0.1], [0.1, 0.4, -0.1], [0.3, -0.1, -0.4], [-0.1, 0.1, -0.2], [0.0, -0.2, 0.0], [-0.1, -0.1, 0.0], [-0.1, 0.0, 0.0], [0.0, 0.1, 0.0], [0.0, 0.1, 0.0], [0.0, -0.1, -0.1], [0.1, 0.0, 0.0], [0.0, 0.1, 0.0], [-0.1, 0.1, 0.0], [0.0, -0.1, -0.2], [0.0, -0.3, 0.2], [0.2, -0.1, 0.2], [-0.1, 0.6, -0.1], [-0.5, 0.3, -0.8], [0.0, 0.4, 0.4], [-0.6, 0.1, -1.2], [0.4, 0.4, 0.9], [-0.1, -0.9, 0.0], [0.1, 0.6, -0.3], [-0.2, -1.0, 0.2], [0.1, 0.8, 0.4], [0.0, 0.0, 0.1], [-0.1, 0.1, 0.0], [0.0, 0.0, -0.1], [0.1, 0.0, -0.1], [-0.1, 0.1, 0.1], [-0.1, 0.0, -0.1], [-0.1, -0.1, -0.1], [0.1, 0.2, -0.1], [-0.1, 0.0, 0.0], [-0.4, 0.1, -0.3], [0.0, 0.1, 0.1], [0.0, -0.1, -0.2], [0.1, -0.1, 0.0], [0.0, -0.1, -0.5], [0.0, 0.0, -0.1], [1.5, 0.1, 2.4], [-2.2, -0.4, -3.6], [0.1, 0.0, 0.0], [0.1, 0.1, -0.1], [0.0, -0.1, -0.1], [0.1, -0.1, 0.0], [0.0, 0.1, 0.1], [-0.1, 0.1, 0.1], [0.0, 0.0, 0.0], [-0.2, 0.1, 0.0], [-0.1, 0.1, 0.0], [0.3, -0.9, -0.3], [-0.1, 0.1, -0.1], [0.1, 0.0, 0.2], [0.0, 0.1, 0.0], [0.0, 0.0, -0.1], [0.0, -0.1, 0.0], [-0.1, 0.2, 0.1], [0.0, 0.1, 0.0], [0.0, 0.1, -0.1], [0.1, 0.0, -0.1], [-0.1, -0.1, -0.1], [-0.1, -0.2, 0.0]], "total_charge": 1, "orbital_gap_ev": 6.28, "relative_energy_kcal_mol": 32.7, "multiplicity": 1}


# 2
{"formula": "C38H32O5P", "method": "the ωB97M-V functional and the def2-TZVPD basis", "symbols": ["C", "O", "C", "C", "C", "C", "C", "C", "C", "C", "C", "O", "C", "C", "C", "C", "C", "C", "C", "C", "C", "C", "H", "H", "H", "H", "H", "H", "H", "H", "H", "H", "H", "H", "H", "H", "H", "H", "H", "C", "C", "C", "C", "O", "P", "O", "C", "C", "C", "C", "C", "C", "O", "C", "C", "C", "C", "C", "C", "C", "C", "H", "H", "H", "H", "H", "H", "H", "H", "H", "H", "H", "H", "H", "H", "H"], "xyz": [[6.41354, 2.94661, 2.86645], [6.43123, 1.66444, 2.28307], [5.22200, 0.98073, 2.38350], [5.24863, -0.41051, 2.20747], [4.11625, -1.16115, 2.32880], [2.86370, -0.57155, 2.61176], [1.72250, -1.40597, 2.64797], [0.39223, -1.12981, 3.04507], [-0.61327, -2.07150, 2.71650], [-1.91526, -1.87274, 3.07296], [-2.29162, -0.72538, 3.79082], [-3.66159, -0.46830, 4.05124], [-4.35994, 0.38252, 3.15046], [-5.32580, -0.15641, 2.29820], [-6.01029, 0.64246, 1.41350], [-5.75702, 2.00034, 1.36095], [-4.79098, 2.54720, 2.18498], [-4.09507, 1.75149, 3.06620], [-1.28849, 0.16909, 4.19739], [0.01662, -0.01945, 3.83833], [2.83081, 0.83382, 2.74599], [3.97550, 1.57894, 2.64624], [7.44682, 3.26796, 3.01458], [5.90647, 3.65666, 2.20669], [5.91899, 2.89240, 3.84070], [6.18834, -0.87765, 1.97137], [4.16031, -2.22798, 2.19727], [1.90132, -2.42174, 2.33932], [-0.32257, -2.97479, 2.20420], [-2.66381, -2.60223, 2.81653], [-5.52106, -1.21227, 2.34822], [-6.75161, 0.20995, 0.76095], [-6.32345, 2.63074, 0.69309], [-4.59027, 3.60483, 2.13843], [-3.35332, 2.18166, 3.71420], [-1.56913, 0.99058, 4.83083], [0.77350, 0.63070, 4.23688], [1.88447, 1.33516, 2.83122], [3.91715, 2.64794, 2.72254], [0.36887, -3.13686, 8.75762], [0.69408, -2.11288, 7.88810], [0.70664, -2.33642, 6.53224], [0.42978, -3.61632, 6.01417], [0.63877, -3.84118, 4.65922], [0.93619, -5.43769, 4.40103], [0.15818, -5.74941, 2.96746], [0.75375, -6.86365, 2.33196], [1.55375, -6.70918, 1.18103], [2.16098, -7.79278, 0.58827], [1.97856, -9.06056, 1.10222], [1.18660, -9.24174, 2.21998], [0.58310, -8.16851, 2.83296], [2.47875, -5.36182, 3.82642], [3.37288, -5.64377, 4.84633], [4.67390, -6.05755, 4.51152], [5.57901, -6.38055, 5.49411], [5.22827, -6.27977, 6.82687], [3.96374, -5.85079, 7.18100], [3.04072, -5.54252, 6.20914], [0.02470, -4.62640, 6.91112], [0.01860, -4.38187, 8.26814], [0.38892, -2.96511, 9.82220], [0.94416, -1.13962, 8.27775], [0.97577, -1.55620, 5.84339], [1.71315, -5.71923, 0.79341], [2.78480, -7.65696, -0.28052], [2.44778, -9.90962, 0.62907], [1.03310, -10.23424, 2.61137], [-0.04177, -8.30864, 3.69751], [4.92873, -6.13865, 3.47039], [6.56700, -6.71282, 5.22471], [5.94169, -6.53236, 7.59404], [3.69890, -5.74485, 8.22093], [2.07437, -5.17411, 6.49182], [-0.24867, -5.59726, 6.53030], [-0.24858, -5.17038, 8.95417]], "atomic_forces_ev_per_a": [[0.1, 0.8, 0.3], [-2.3, -1.9, 0.1], [1.2, 0.3, -0.1], [0.6, 0.1, -0.2], [-0.1, 0.1, -0.1], [-0.4, -0.1, 0.0], [0.1, 0.6, 0.3], [0.0, 0.1, 0.0], [0.6, 0.1, 0.2], [-0.9, 0.3, 0.4], [-1.1, 0.5, -0.8], [1.6, -0.2, -0.3], [0.1, 0.4, -0.8], [0.8, -0.6, 0.9], [-0.2, 0.3, -0.2], [-0.1, 0.1, -0.1], [-0.2, 0.1, -0.2], [0.4, -0.9, 0.7], [-0.7, 0.0, 0.3], [0.1, -0.4, -0.1], [0.2, -0.1, -0.2], [0.3, 0.5, 0.0], [-0.2, -0.2, -0.2], [0.0, 0.0, 0.2], [0.1, 0.2, -0.1], [0.2, -0.1, 0.0], [0.1, -0.3, 0.0], [0.0, -0.4, -0.2], [-0.1, -0.1, -0.2], [-0.2, -0.1, -0.1], [-0.1, -0.3, 0.0], [-0.1, -0.1, 0.0], [0.0, 0.1, -0.1], [0.1, 0.1, 0.1], [0.2, 0.2, 0.2], [0.0, 0.2, 0.1], [0.0, 0.2, 0.1], [0.0, 0.2, 0.0], [-0.1, 0.3, 0.0], [0.0, 0.0, 0.3], [-0.2, 0.0, 0.3], [0.1, -1.0, -1.1], [-0.4, 0.8, 1.7], [-0.4, -0.2, -0.2], [-0.2, -1.7, -0.8], [0.9, 0.4, -0.2], [0.5, -1.2, -0.8], [-0.7, 0.7, 1.1], [0.0, -0.1, -0.1], [0.0, -0.3, 0.0], [0.2, -0.3, -0.2], [-0.4, 1.5, 0.2], [-0.1, 0.3, 0.4], [1.5, -0.4, 0.9], [-1.2, 0.3, -0.4], [0.1, 0.0, 0.2], [0.1, -0.1, 0.3], [0.3, -0.1, 0.1], [0.0, 0.3, -1.2], [-0.3, 0.5, -0.8], [0.0, 0.3, 0.2], [0.0, 0.0, 0.1], [0.0, 0.2, 0.0], [0.1, 0.2, -0.1], [0.0, 0.3, -0.1], [0.0, 0.1, -0.1], [0.0, -0.1, 0.0], [0.0, -0.1, 0.1], [-0.1, -0.1, 0.2], [0.1, 0.0, -0.3], [0.2, -0.1, -0.1], [0.1, 0.0, 0.1], [-0.1, 0.0, 0.1], [0.1, -0.1, 0.3], [-0.1, 0.0, 0.2], [-0.1, -0.1, 0.0]], "total_charge": 1, "orbital_gap_ev": 5.52, "relative_energy_kcal_mol": 14.2, "multiplicity": 1}


# 3
{"formula": "C38H33AsCeN5PS3SbSe4", "method": "the ωB97M-V functional and the def2-TZVPD basis", "symbols": ["Ce", "S", "C", "C", "C", "C", "N", "C", "C", "C", "S", "C", "N", "H", "H", "Se", "Sb", "Se", "Se", "Se", "C", "C", "As", "C", "C", "C", "C", "C", "C", "C", "C", "C", "C", "C", "C", "P", "C", "C", "C", "C", "C", "C", "C", "C", "C", "C", "C", "C", "H", "H", "H", "H", "H", "H", "H", "H", "H", "H", "H", "H", "H", "H", "H", "H", "H", "H", "H", "H", "H", "H", "H", "H", "C", "C", "C", "N", "N", "C", "N", "S", "H", "H", "H", "H", "H", "H", "H"], "xyz": [[1.67472, 1.81243, -2.77485], [3.66702, -0.32802, -3.23754], [3.74701, -1.19132, -1.74150], [3.89497, -2.60636, -1.84290], [3.73156, -3.34075, -0.70099], [3.46724, -4.72522, -0.87841], [3.23823, -5.82901, -1.18680], [3.73857, -2.69393, 0.59855], [3.64682, -1.31429, 0.73650], [3.44639, -0.56408, -0.48858], [2.78632, 0.98723, -0.24117], [3.67217, -3.44512, 1.80916], [3.64411, -4.15282, 2.74800], [4.17572, -3.00157, -2.81556], [3.62020, -0.84560, 1.75228], [-1.00840, 6.62602, -4.35137], [-0.94214, 4.20789, -4.14827], [-0.36767, 3.72719, -1.68583], [0.76092, 3.13244, -5.56028], [-3.25842, 3.55612, -4.58751], [-2.28069, -0.86696, 0.87813], [-3.70320, -0.72575, 0.36810], [-5.02196, -2.11361, 0.87470], [-5.00446, -1.73372, 2.81905], [-5.82808, -0.61041, 3.14642], [-5.89954, -0.14146, 4.45660], [-5.21457, -0.82020, 5.48420], [-4.49314, -1.96289, 5.19997], [-4.32647, -2.39991, 3.85325], [-3.89701, -3.68252, 0.76596], [-4.18142, -4.80845, 1.54447], [-3.39602, -5.97673, 1.46537], [-2.45208, -6.08049, 0.47409], [-2.21267, -4.98118, -0.33841], [-2.94994, -3.82255, -0.24033], [-1.37838, 0.66271, 0.36618], [-0.20289, 0.81576, 1.71220], [0.29925, -0.31284, 2.40628], [0.99039, -0.10660, 3.60438], [1.27609, 1.18282, 4.03002], [0.87057, 2.29578, 3.29215], [0.02361, 2.10868, 2.18505], [-0.56099, 0.07738, -1.11974], [0.31724, -1.04952, -1.14828], [0.82173, -1.48683, -2.37962], [0.66357, -0.69556, -3.54336], [-0.27397, 0.38412, -3.57298], [-0.87640, 0.72441, -2.33014], [-1.86697, -1.74376, 0.46466], [-2.31310, -0.98649, 1.95412], [-3.76825, -0.60574, -0.72664], [-4.12455, 0.18545, 0.77325], [-6.42058, -0.06300, 2.41404], [-6.51960, 0.67618, 4.80967], [-5.34248, -0.46641, 6.51645], [-4.03000, -2.54289, 6.00570], [-3.74486, -3.29229, 3.63580], [-4.97471, -4.76474, 2.27864], [-3.58310, -6.74890, 2.19878], [-1.98075, -7.09843, 0.33566], [-1.37822, -5.02350, -1.06889], [-2.85107, -3.03524, -0.94166], [0.17771, -1.31777, 1.98373], [1.24296, -0.94825, 4.25359], [1.86092, 1.35349, 4.93756], [1.07423, 3.32235, 3.60717], [-0.46192, 2.94344, 1.74000], [0.59116, -1.56246, -0.25209], [1.43740, -2.39987, -2.41927], [1.19523, -0.99162, -4.44157], [-0.53700, 0.87033, -4.53035], [-1.56785, 1.51946, -2.32430], [2.51739, 7.11288, -1.57191], [3.52308, 6.99954, -2.71533], [3.98692, 5.61026, -2.92826], [3.08619, 4.64119, -2.89524], [3.63142, 3.40360, -2.90470], [4.96660, 3.41176, -2.82510], [5.76002, 2.33631, -2.66163], [5.63065, 5.00096, -2.92390], [2.07830, 8.09689, -1.51858], [2.95915, 6.94346, -0.61171], [1.65099, 6.40403, -1.65531], [4.44473, 7.59170, -2.48715], [3.10302, 7.39118, -3.66298], [5.33512, 1.41778, -2.85399], [6.76795, 2.47443, -2.64491]], "atomic_forces_ev_per_a": [[0.6, 1.9, 0.4], [0.7, 0.7, -0.5], [-0.3, -0.4, 0.4], [0.4, 2.3, 0.4], [0.2, -0.2, 1.5], [0.0, -2.3, -0.5], [0.3, 1.7, 0.7], [-0.6, 0.1, -0.4], [0.0, -0.2, -1.4], [0.6, -1.0, 1.2], [0.2, 1.0, -0.3], [0.1, -2.5, 2.0], [0.0, 1.9, -2.0], [-0.6, -0.3, 0.2], [-0.1, -0.4, -1.2], [0.5, 0.2, 0.0], [-1.1, 1.1, 0.4], [0.8, -0.1, -0.2], [0.8, -0.7, 0.3], [0.3, -0.7, 0.1], [-0.9, 0.5, -0.1], [-0.4, -0.1, -0.4], [0.1, 0.2, 0.3], [-0.4, 0.7, 0.4], [0.4, -0.1, 0.7], [0.5, -0.8, 0.6], [-0.5, 0.1, -0.1], [0.6, -0.5, -0.8], [-0.9, 0.6, 0.4], [-0.7, -1.0, 0.1], [0.9, 0.0, 0.4], [-1.3, 1.0, 0.2], [0.6, -1.5, 0.1], [1.3, -0.5, -1.2], [-0.2, -0.3, 0.8], [-1.3, 0.9, 0.2], [0.6, -0.7, 0.5], [0.4, 0.9, 0.0], [-0.4, -0.5, -0.1], [0.5, 0.8, 0.0], [-0.9, -0.2, -0.2], [1.0, -0.9, 1.0], [1.4, -1.0, -1.1], [-0.8, 0.9, -1.7], [0.3, 0.4, 0.2], [-1.6, -0.3, 0.0], [-0.5, -2.2, 0.5], [0.1, -1.2, -0.6], [0.8, -1.0, -0.3], [0.2, 0.2, 0.3], [0.2, -0.1, 0.3], [-0.2, 0.3, 0.1], [0.3, -0.4, -0.2], [0.0, 0.2, -0.7], [0.2, -0.2, -0.5], [-0.1, 0.3, -0.3], [0.0, 0.2, 0.1], [0.0, 0.0, 0.1], [0.0, -0.3, -0.2], [0.0, 1.6, 0.1], [-0.8, -0.1, 0.3], [0.5, 0.7, -0.6], [-0.1, 0.4, 0.4], [0.2, 0.1, -0.4], [-0.2, -0.2, -0.2], [0.1, -0.4, 0.1], [-0.2, 0.5, -0.6], [0.0, -0.3, 0.5], [-0.3, 0.7, 0.0], [-0.3, 0.0, 0.0], [0.2, -0.1, 0.8], [-0.9, 0.6, 0.1], [-1.3, -0.6, -0.3], [0.9, 1.2, -0.3], [-2.2, -2.1, 0.5], [1.9, 1.5, -0.5], [2.0, -0.4, 0.3], [-0.9, 0.0, -0.2], [0.0, -0.2, -0.3], [-0.5, 0.3, 0.1], [-0.1, 0.5, -0.2], [0.6, -0.3, 0.6], [0.9, 0.5, -0.3], [-0.7, -0.1, -0.2], [0.1, -0.2, 0.5], [0.2, 0.2, 0.2], [-0.7, -0.3, -0.1]], "total_charge": -2, "orbital_gap_ev": 4.68, "multiplicity": 2}